1.
ORCA calculation (ωB97M-V/def2-TZVPD) on a cluster of 6 separate species, CH14NO5 in total at a distorted geometry.

```
21
Properties=species:S:1:pos:R:3
C -1.389 -0.662 2.339
N -0.440 -0.745 1.456
H -2.430 -0.906 2.100
H -1.228 -0.403 3.419
H 0.482 -0.486 1.504
H -0.594 -0.962 0.473
H 0.657 -1.803 -1.918
H -0.660 -2.433 -2.724
O -0.262 -2.044 -1.955
H -1.604 -1.088 -1.689
H -1.533 0.294 -1.085
O -1.984 -0.504 -1.060
H 2.351 1.198 -0.761
H 2.459 2.219 0.416
O 1.849 1.545 -0.076
H 2.178 0.004 -2.688
H 3.146 -0.661 -1.583
O 2.288 -0.604 -1.843
H -0.627 3.038 2.359
H -1.757 2.681 1.466
O -0.904 2.323 1.849
```

Energy above the lowest of the compared OMol25 structures with the same formula, charge and spin: 198.4 kJ/mol
Charge: +1
DFT total energy: -477.15032 a.u.

2.
ORCA calculation (ωB97M-V/def2-TZVPD) on a cluster of 6 separate species, CH14O5 in total at a distorted geometry.

```
20
Properties=species:S:1:pos:R:3
C 5.464 -0.462 1.632
H 5.279 -1.189 2.420
H 6.384 -0.616 1.080
H 5.424 0.505 2.132
H 4.645 -0.516 0.916
H -1.612 0.490 -0.824
H -1.528 1.970 -1.104
O -1.743 1.360 -0.391
H -4.002 -2.586 0.934
H -3.582 -1.183 1.388
O -3.307 -1.930 0.823
H 1.261 2.415 -4.207
H 0.635 2.511 -2.901
O 0.627 1.918 -3.667
H -3.746 1.029 1.469
H -2.363 0.471 1.376
O -3.103 0.544 1.998
H -2.091 -1.461 -0.388
H -1.295 -1.975 -1.680
O -1.346 -1.295 -1.005
```

Energy above the lowest of the compared OMol25 structures with the same formula, charge and spin: 50.4 kJ/mol
SMILES string: C.O.O.O.O.O
DFT total energy: -422.68615 a.u.

3.
ORCA calculation (ωB97M-V/def2-TZVPD) on a cluster of 6 separate species, CH14O5 in total at a distorted geometry.

```
20
Properties=species:S:1:pos:R:3
C 0.251 1.565 1.626
H -0.717 1.730 1.262
H 0.452 2.165 2.476
H 0.972 1.847 0.845
H 0.491 0.535 1.720
H -0.029 -1.560 0.479
H 0.997 -2.700 0.181
O 0.859 -1.760 0.040
H -2.988 0.273 -1.681
H -1.466 0.594 -1.681
O -2.251 0.398 -1.061
H 2.111 -0.174 -0.159
H 3.388 0.550 -0.165
O 2.541 0.522 -0.590
H 0.872 -0.146 -2.165
H -0.187 -1.065 -1.771
O -0.074 -0.278 -2.341
H -1.950 -0.499 0.313
H -1.764 -0.861 1.784
O -1.511 -1.136 0.887
```

Energy above the lowest of the compared OMol25 structures with the same formula, charge and spin: 26.7 kJ/mol
SMILES string: C.O.O.O.O.O
DFT total energy: -422.69516 a.u.

4.
ORCA calculation (ωB97M-V/def2-TZVPD) on a cluster of 6 separate species, CH14O6 in total at a distorted geometry.

```
21
Properties=species:S:1:pos:R:3
C 1.979 0.036 0.293
O 1.221 1.262 0.343
H 2.444 -0.171 -0.684
H 1.411 -0.759 0.556
H 2.754 0.210 1.030
H 1.142 1.618 1.326
H -2.243 0.639 1.466
H -1.289 -0.327 1.110
O -1.987 -0.251 1.761
H -2.378 -3.661 -2.576
H -1.402 -4.165 -3.739
O -2.085 -3.588 -3.530
H -0.605 -1.754 -1.808
H -0.327 -0.397 -1.053
O -0.596 -1.314 -0.852
H -0.950 0.328 3.422
H 0.434 0.455 4.064
O -0.474 0.815 4.028
H 2.584 3.728 -1.315
H 1.586 2.565 -1.483
O 2.041 3.261 -2.009
```

Energy above the lowest of the compared OMol25 structures with the same formula, charge and spin: 173.5 kJ/mol
SMILES string: CO.O.O.O.O.O
DFT total energy: -497.87478 a.u.

5.
ORCA calculation (ωB97M-V/def2-TZVPD) on a cluster of 6 separate species, CH14O6 in total at a distorted geometry.

```
21
Properties=species:S:1:pos:R:3
C -2.578 3.478 -0.165
O -3.551 3.201 0.873
H -1.846 4.194 0.209
H -3.125 3.902 -1.004
H -2.074 2.545 -0.389
H -4.229 3.876 0.796
H 2.992 -2.095 -0.612
H 1.694 -1.493 -0.095
O 2.622 -1.604 0.127
H -1.698 -0.797 -1.015
H -0.331 -0.955 -1.503
O -0.978 -1.442 -1.000
H -0.480 -4.024 -0.160
H 0.444 -5.083 0.544
O 0.155 -4.170 0.546
H 1.693 -0.042 -2.064
H 1.411 -0.584 -3.431
O 1.014 -0.073 -2.724
H 2.920 -0.374 3.877
H 2.620 1.047 3.426
O 3.326 0.491 3.763
```

Energy above the lowest of the compared OMol25 structures with the same formula, charge and spin: 120.1 kJ/mol
SMILES string: CO.O.O.O.O.O
DFT total energy: -497.89514 a.u.

6.
ORCA calculation (ωB97M-V/def2-TZVPD) on a structure of composition CH15LiO7 at a distorted geometry.

```
24
Properties=species:S:1:pos:R:3
Li 1.828 0.824 0.711
C -0.417 0.180 0.342
O 0.553 0.157 -0.598
H -0.718 1.151 0.480
H 0.014 -0.196 1.226
H -1.197 -0.464 -0.101
O 2.114 0.508 2.794
H 2.955 0.408 2.939
H 1.913 1.143 3.370
O 2.529 -0.493 -2.329
H 3.213 -0.428 -1.696
H 1.669 -0.523 -1.873
O -0.637 -2.118 -1.960
H -1.349 -2.556 -1.452
H -0.292 -1.366 -1.396
O -1.147 -2.630 2.329
H -0.870 -2.523 3.191
H -1.251 -1.795 1.849
O 0.099 1.674 -2.946
H -0.303 2.596 -2.969
H 0.178 1.346 -2.017
O -3.231 1.926 0.039
H -2.940 1.743 -0.706
H -2.714 1.436 0.775
```

Energy above the lowest of the compared OMol25 structures with the same formula, charge and spin: 143.2 kJ/mol
DFT total energy: -581.21455 a.u.

7.
ORCA calculation (ωB97M-V/def2-TZVPD) on a cluster of 6 separate species, CH15NO5 in total at a distorted geometry.

```
22
Properties=species:S:1:pos:R:3
C 0.888 -0.985 -2.549
N -0.256 -0.405 -1.778
H 1.837 -0.523 -2.200
H 0.809 -0.447 -3.512
H 0.881 -2.081 -2.489
H -0.273 0.603 -1.690
H -1.014 -0.693 -2.391
H -2.464 0.883 0.193
H -3.878 1.267 0.421
O -3.359 0.606 -0.058
H -2.244 0.268 3.409
H -1.547 -0.825 2.484
O -1.415 -0.080 3.076
H 0.027 -1.343 -0.020
H 0.901 -2.506 0.322
O 0.498 -1.736 0.745
H 0.597 1.941 0.730
H 1.290 1.971 -0.459
O 0.427 2.333 -0.159
H 2.927 0.317 1.246
H 2.653 0.456 2.749
O 2.718 0.979 1.929
```

Energy above the lowest of the compared OMol25 structures with the same formula, charge and spin: 58.9 kJ/mol
Charge: -1
DFT total energy: -477.98369 a.u.
2S+1: 2

8.
ORCA calculation (ωB97M-V/def2-TZVPD) on a cluster of 6 separate species, CH15NO5 in total at a distorted geometry.

```
22
Properties=species:S:1:pos:R:3
C -0.918 0.589 -0.611
N 0.335 1.322 -0.888
H -1.492 0.802 -1.590
H -0.807 -0.529 -0.564
H -1.413 0.881 0.304
H 0.739 1.095 -1.739
H 0.849 0.982 -0.085
H -1.585 -2.686 -3.454
H -1.916 -3.628 -2.343
O -1.836 -2.738 -2.525
H 1.563 -0.913 -0.528
H 1.288 -1.615 -1.758
O 1.879 -1.644 -1.004
H -2.339 -1.243 3.207
H -1.241 -0.701 4.135
O -1.514 -1.462 3.627
H 0.949 3.320 -0.516
H 1.538 4.470 0.269
O 1.258 4.221 -0.596
H 0.996 -0.473 2.654
H 2.231 -0.281 1.836
O 1.438 0.230 2.171
```

Energy above the lowest of the compared OMol25 structures with the same formula, charge and spin: 167.8 kJ/mol
SMILES string: CN.O.O.O.O.O
DFT total energy: -478.00328 a.u.

9.
ORCA calculation (ωB97M-V/def2-TZVPD) on a cluster of 7 separate species, CH15O7 in total at a distorted geometry.

```
23
Properties=species:S:1:pos:R:3
C 0.672 -1.076 1.821
O -0.264 -1.974 1.276
H 1.404 -0.869 0.966
H 0.330 -0.079 1.981
H 1.338 -1.558 2.523
H 0.500 -2.655 -1.077
H -0.392 -1.454 -1.001
O 0.616 -1.719 -1.312
H -0.005 0.284 -2.750
H -0.968 0.508 -1.609
O -0.843 0.749 -2.595
H 1.943 1.321 -0.463
H 1.820 -0.228 -0.956
O 2.414 0.494 -0.887
H -1.404 0.758 0.743
H -1.010 1.019 2.372
O -1.316 1.412 1.567
H -0.212 2.262 -0.912
H -0.258 2.230 0.595
O 0.192 2.677 -0.191
H -0.803 -1.363 0.625
H -2.300 -0.455 -0.586
O -1.455 -0.285 -0.130
```

Energy above the lowest of the compared OMol25 structures with the same formula, charge and spin: 153.2 kJ/mol
Charge: -1
DFT total energy: -573.80630 a.u.